Computed, not measured: a 2-piece molecular cluster, C15H18O2 overall at a distorted geometry, with ωB97M-V/def2-TZVPD.

The geometry in ORCA input format:
```
! wB97M-V def2-TZVPD RIJCOSX def2/J DEFGRID3
* xyz 0 1
C -1.62 0.13 -2.64
C -0.87 1.35 -2.27
C -1.26 1.76 -0.83
C -2.43 2.55 -0.74
C -2.93 2.81 0.55
C -2.06 2.43 1.68
O -2.64 2.58 2.87
C -0.89 1.71 1.54
C -0.50 1.35 0.25
H -2.71 0.24 -2.51
H -1.68 -0.75 -1.97
H -1.36 -0.11 -3.70
H 0.16 1.30 -2.42
H -1.13 2.20 -2.96
H -3.05 2.96 -1.48
H -3.74 3.37 0.67
H -3.07 3.55 2.89
H -0.37 1.14 2.31
H 0.52 0.76 0.41
C -0.20 -2.84 0.80
C 1.08 -2.32 0.57
C 1.40 -1.56 -0.55
C 2.65 -0.96 -0.69
C 3.65 -1.29 0.30
O 4.76 -0.55 0.10
C 3.35 -2.14 1.46
C 2.08 -2.66 1.54
H -0.44 -3.83 0.24
H -1.12 -2.41 0.23
H -0.47 -2.95 1.87
H 0.69 -1.17 -1.31
H 2.93 -0.24 -1.52
H 5.44 -1.01 0.59
H 3.86 -1.99 2.38
H 1.97 -3.39 2.35
*
```

Values from the calculation:
gap between HOMO and LUMO	8.75	eV
relative energy (zero: lowest compared OMol25 entry of this formula, charge and spin)	373.93	kJ/mol
E_tot	-19938.4331	eV
SMILES	CCc1ccc(O)cc1.Cc1ccc(O)cc1

Atom charges from the Löwdin analysis, given in e for atoms 1 to 6: -0.136, -0.238, -0.234, -0.024, 0.024, -0.351